1.
Computed, not measured: a cluster of 12 separate species, C40H100N15O14 in total in a non-equilibrium geometry, with ωB97M-V with the def2-TZVPD basis set.

As for the net charge: -1. The calculation puts the calculated total energy at -94112.5318 eV. The highest occupied orbital energy is -3.25 eV.

Each line ends with the Löwdin charge.
Cartesian coordinates (Å):
C -1.0413 -1.5404 -1.8974  -0.11
C -0.0374 -1.8547 -3.0773  -0.71
C 0.8207 -3.1185 -2.8580  -0.12
O -0.7469 -1.9159 -4.2464  -0.39
H -1.8607 -0.8826 -2.1872  0.05
H -0.4192 -1.2783 -1.0416  0.04
H -1.5472 -2.4044 -1.4666  0.04
H 0.6621 -1.0195 -3.0435  0.08
H 0.1802 -3.9687 -2.6238  0.05
H 1.5885 -3.0454 -2.0878  0.04
H 1.3547 -3.2894 -3.7928  0.05
C -4.6948 9.0075 -6.5016  -0.04
C -4.6330 9.2134 -4.9379  -0.53
C -5.7431 8.2696 -4.4421  -0.13
C -5.6451 7.6721 -2.9873  -0.17
C -4.2418 7.1493 -2.7147  -0.14
C -3.1541 8.2779 -3.0503  -0.44
N -3.3698 8.6939 -4.5003  -0.07
O -2.2418 9.5460 -4.8739  -0.03
C -3.1487 9.4516 -2.0149  -0.03
C -1.8436 7.5082 -2.8206  -0.06
C -4.9343 10.6799 -4.5725  -0.02
H -5.7034 9.2795 -6.8128  0.08
H -4.4372 8.0048 -6.8427  0.08
H -3.9173 9.5803 -7.0071  0.07
H -6.6778 8.8255 -4.3693  0.11
H -5.9820 7.4651 -5.1377  0.11
H -6.4921 6.9990 -2.8546  0.11
H -5.7277 8.4540 -2.2324  0.09
H -4.1258 6.2703 -3.3488  0.11
H -4.1029 6.8167 -1.6860  0.11
H -2.4561 10.2158 -2.3676  0.08
H -4.0599 10.0314 -1.8683  0.06
H -2.7403 9.0066 -1.1075  0.08
H -1.6791 7.0853 -1.8295  0.08
H -1.8380 6.6398 -3.4794  0.08
H -0.9884 8.1564 -3.0122  0.08
H -5.1320 10.8106 -3.5086  0.07
H -5.7629 11.0374 -5.1838  0.08
H -4.0499 11.2320 -4.8907  0.08
H -1.8485 9.0899 -5.6216  0.10
C -0.3793 -1.4402 11.2633  -0.04
C -1.6307 -0.7344 10.7309  -0.50
C -1.2845 0.8001 10.9256  -0.15
C -0.3002 1.3499 9.9727  -0.25
C -0.6750 1.0579 8.5463  -0.10
C -1.1983 -0.5177 8.2273  -0.37
N -1.9641 -1.0126 9.3799  -0.11
O -2.3660 -2.4120 9.1980  -0.02
C -2.2922 -0.4064 7.0155  -0.02
C 0.0693 -1.3846 7.8490  -0.04
C -2.8781 -1.0536 11.6775  -0.02
H -0.0700 -1.3391 12.3036  0.09
H 0.4601 -1.0717 10.6736  0.05
H -0.3291 -2.4861 10.9607  0.08
H -2.1419 1.3904 10.6024  0.12
H -1.0472 1.0373 11.9627  0.12
H 0.6751 0.8883 10.1272  0.10
H -0.1332 2.4081 10.1738  0.12
H 0.2576 1.2635 8.0209  0.10
H -1.3721 1.7756 8.1138  0.10
H -2.7253 -1.3897 6.8318  0.06
H -3.0740 0.3295 7.2033  0.07
H -1.8148 -0.1789 6.0624  0.07
H 0.9403 -1.4294 8.5028  0.07
H -0.2454 -2.4150 7.6837  0.07
H 0.4090 -1.0466 6.8700  0.07
H -3.7532 -0.5324 11.2892  0.08
H -2.6195 -0.6691 12.6641  0.07
H -3.0546 -2.1205 11.8135  0.07
H -3.3222 -2.3718 9.1222  0.09
C 5.9848 1.6979 1.6657  -0.02
C 7.2039 2.4623 2.2937  -0.46
C 6.6401 3.2238 3.5212  -0.14
C 6.4441 2.3477 4.7768  -0.17
C 7.7762 1.6867 5.1826  -0.14
C 8.4169 0.8210 4.0594  -0.50
N 8.3397 1.5505 2.7715  -0.12
O 8.9931 0.8597 1.7812  -0.01
C 9.8661 0.7295 4.4451  -0.05
C 7.7412 -0.5767 4.0344  -0.03
C 7.7139 3.5216 1.3301  -0.04
H 6.3953 1.0957 0.8551  0.07
H 5.4025 2.4114 1.0828  0.08
H 5.4113 1.0677 2.3454  0.08
H 7.2576 4.0839 3.7801  0.11
H 5.6793 3.6773 3.2776  0.12
H 5.7149 1.5651 4.5673  0.09
H 5.9669 2.7538 5.6688  0.11
H 7.4956 0.9563 5.9415  0.11
H 8.4222 2.3870 5.7120  0.12
H 9.9211 0.7426 5.5336  0.08
H 10.3563 -0.1229 3.9748  0.08
H 10.5488 1.4900 4.0661  0.09
H 6.6996 -0.4977 3.7231  0.07
H 8.1937 -1.2660 3.3214  0.08
H 7.7541 -1.1821 4.9407  0.08
H 7.0039 4.1531 0.7961  0.09
H 8.3702 2.9887 0.6420  0.08
H 8.2686 4.3049 1.8467  0.08
H 8.2993 0.4232 1.2816  0.09
C -6.2776 0.8237 -7.9477  -0.30
C -5.1603 1.8303 -8.2504  -0.26
O -3.9449 1.1874 -8.4828  -0.06
O -6.3016 0.3570 -6.6767  -0.03
H -6.2069 -0.0099 -8.6465  0.12
H -7.2504 1.2495 -8.1934  0.12
H -5.0554 2.6080 -7.4939  0.12
H -5.3147 2.3214 -9.2111  0.12
H -3.7960 0.6368 -7.7106  0.08
H -5.3815 0.2545 -6.4227  0.09
C -11.0628 -4.2417 0.9365  -0.22
C -9.6194 -4.1090 0.3457  -0.23
O -8.9839 -3.0761 1.0761  -0.09
O -11.8050 -5.1245 0.1066  -0.09
H -11.5284 -3.2580 0.8756  0.11
H -11.1036 -4.6897 1.9293  0.12
H -9.5454 -3.8528 -0.7111  0.12
H -9.0061 -5.0018 0.4681  0.11
H -8.4285 -2.5094 0.5357  0.08
H -12.2768 -4.6647 -0.5916  0.08
C -3.0731 -8.0952 3.0848  -0.82
O -4.1024 -8.1263 3.6830  0.06
N -2.9424 -7.9772 1.8033  0.16
N -1.8775 -8.2995 3.5932  0.15
H -3.7703 -7.9405 1.2259  0.12
H -2.0413 -8.1613 1.3858  0.11
H -1.7989 -8.3263 4.5998  0.12
H -1.0804 -8.3188 2.9732  0.11
C -4.5210 -7.2152 -4.1823  -0.76
O -5.5319 -7.9530 -4.1022  -0.02
N -3.2883 -7.5225 -3.9226  0.15
N -4.6103 -5.9511 -4.5146  0.15
H -2.6512 -6.8039 -3.6099  0.11
H -3.0102 -8.4774 -3.7466  0.12
H -3.7486 -5.4392 -4.6391  0.11
H -5.4788 -5.5408 -4.8268  0.12
C 0.4545 -5.6697 -9.8101  -0.78
O 0.9059 -6.2155 -10.8114  0.01
N 0.6244 -4.3643 -9.5382  0.14
N -0.0970 -6.2304 -8.8076  0.16
H 1.2230 -3.7249 -10.0411  0.11
H 0.2926 -4.0401 -8.6410  0.10
H -0.4255 -5.5047 -8.1867  0.11
H 0.2085 -7.1865 -8.6949  0.14
C 3.5558 -7.9837 0.0749  -0.77
O 2.6990 -8.7794 0.4416  0.00
N 3.9249 -6.9205 0.7771  0.16
N 4.0541 -7.9961 -1.1250  0.16
H 3.6858 -6.8007 1.7511  0.12
H 4.4774 -6.2467 0.2663  0.10
H 4.7540 -7.3569 -1.4737  0.11
H 3.8472 -8.7931 -1.7100  0.12
C 4.2240 1.7457 -7.1999  -0.79
O 5.2932 2.1867 -7.7368  -0.05
N 3.9310 0.4769 -7.2008  0.17
N 3.3865 2.4757 -6.6257  0.18
H 3.0255 0.2199 -6.8346  0.11
H 4.4195 -0.1001 -7.8705  0.12
H 3.6242 3.4458 -6.4754  0.13
H 2.4849 2.0777 -6.4050  0.13
C 9.4700 -3.9411 -2.5327  -0.78
O 8.4734 -4.1404 -1.8091  -0.01
N 9.6334 -3.0418 -3.5157  0.15
N 10.4269 -4.7333 -2.4986  0.16
H 10.5643 -2.7962 -3.8212  0.10
H 8.8324 -2.4865 -3.7805  0.12
H 10.5138 -5.4045 -1.7489  0.14
H 11.0851 -4.5505 -3.2426  0.12


2.
Computed, not measured: a cluster of 10 separate species, C40H104Cl8N12O8P4 in total in a non-equilibrium geometry, with ωB97M-V with the def2-TZVPD basis set.

The calculation puts the calculated total energy at -214769.1087 eV. The highest occupied orbital energy is -8.24 eV.

Each line ends with the Löwdin charge.
Cartesian coordinates (Å):
C 15.4351 -19.6509 -8.7568  -0.08
N 14.4471 -19.2625 -9.8216  -0.31
C 13.1212 -19.6855 -9.4114  -0.15
P 14.9119 -19.5698 -11.4346  0.52
O 16.3431 -19.3813 -11.4784  -0.27
N 14.4107 -21.0571 -12.0622  -0.27
C 15.4332 -22.0661 -12.3228  -0.10
C 13.0105 -21.5746 -12.2383  -0.08
N 13.7776 -18.6100 -12.2569  -0.29
C 13.5907 -17.2813 -11.6246  -0.12
C 13.6939 -18.7252 -13.7485  -0.07
H 16.4308 -19.2074 -8.8759  0.08
H 15.5603 -20.7029 -8.7203  0.05
H 14.9848 -19.3091 -7.8303  0.08
H 12.4577 -19.2734 -10.2071  0.05
H 12.7952 -19.2562 -8.4613  0.09
H 12.9747 -20.7766 -9.4733  0.08
H 16.4307 -21.6169 -12.2138  0.08
H 15.3241 -22.9009 -11.6654  0.04
H 15.3023 -22.3937 -13.3368  0.08
H 12.8507 -22.6103 -11.8806  0.07
H 12.3366 -20.8609 -11.7789  0.03
H 12.7933 -21.5777 -13.3266  0.07
H 13.4783 -17.4119 -10.5738  0.04
H 14.3243 -16.4784 -11.7891  0.09
H 12.6019 -16.9434 -11.9218  0.06
H 13.2450 -17.7919 -14.0478  0.07
H 13.0821 -19.5949 -14.0137  0.05
H 14.7004 -18.9065 -14.1466  0.08
C 10.0550 -19.8051 -11.7114  -0.12
N 8.9021 -18.9414 -11.9670  -0.29
C 8.9250 -17.6429 -11.3209  -0.15
P 7.8462 -19.4174 -13.2656  0.61
O 8.3059 -20.6887 -13.8686  -0.29
N 6.2031 -19.5269 -12.7942  -0.31
C 5.6798 -18.6111 -11.7216  -0.10
C 5.6599 -20.8660 -12.5437  -0.13
N 7.8758 -17.9506 -14.1419  -0.30
C 6.8426 -17.8862 -15.2310  -0.10
C 9.1737 -17.3775 -14.4949  -0.11
H 9.8372 -20.8398 -11.8875  0.04
H 10.2678 -19.6981 -10.6123  0.08
H 10.8979 -19.4243 -12.2795  0.06
H 9.9655 -17.3077 -11.2338  0.08
H 8.4448 -17.5720 -10.3422  0.04
H 8.4636 -16.8832 -11.9566  0.07
H 5.9255 -19.0668 -10.7400  0.05
H 6.1112 -17.5960 -11.7708  0.08
H 4.6150 -18.4838 -11.7952  0.07
H 4.5510 -20.7805 -12.4972  0.09
H 5.9361 -21.5449 -13.4049  0.09
H 6.0407 -21.3161 -11.6187  0.07
H 6.6916 -16.8563 -15.5755  0.08
H 7.1247 -18.3450 -16.1377  0.06
H 5.9184 -18.3299 -14.8471  0.07
H 9.9268 -17.4953 -13.7436  0.05
H 8.9888 -16.3019 -14.6172  0.09
H 9.4755 -17.7958 -15.4473  0.08
C 10.9425 -25.3708 -4.9011  -0.13
N 12.3768 -25.4479 -4.6663  -0.30
C 13.1498 -26.3176 -5.5535  -0.10
P 13.0233 -24.5174 -3.4565  0.50
O 11.9901 -23.7048 -2.7604  -0.29
N 13.9083 -25.6126 -2.6595  -0.30
C 13.2545 -26.8708 -2.2656  -0.09
C 14.8450 -25.1069 -1.6251  -0.08
N 14.3035 -23.4825 -3.9259  -0.30
C 15.5460 -23.9813 -4.4872  -0.13
C 14.1493 -22.0334 -3.8002  -0.11
H 10.4804 -24.6030 -4.2595  0.07
H 10.3951 -26.2958 -4.7465  0.08
H 10.7759 -25.0992 -5.9576  0.03
H 14.2077 -26.4321 -5.1899  0.09
H 13.2093 -25.8890 -6.5579  0.05
H 12.5980 -27.2632 -5.6038  0.08
H 14.0232 -27.5939 -1.8984  0.09
H 12.5223 -26.7633 -1.4624  0.09
H 12.8327 -27.3536 -3.1197  0.05
H 15.6184 -25.8239 -1.4347  0.08
H 15.3408 -24.2752 -2.0547  0.05
H 14.3252 -24.8299 -0.7139  0.09
H 15.5843 -23.7813 -5.5317  0.06
H 16.4077 -23.5015 -3.9604  0.09
H 15.7659 -25.0539 -4.3239  0.08
H 13.2831 -21.6465 -4.3132  0.05
H 14.9964 -21.4491 -4.1553  0.08
H 13.9083 -21.7258 -2.7882  0.07
C 4.3421 -27.2007 -9.1358  -0.12
N 4.9266 -26.5729 -7.9677  -0.30
C 4.6638 -27.0934 -6.6372  -0.12
P 6.5250 -26.0666 -8.2658  0.56
O 7.6572 -26.9767 -8.0415  -0.29
N 6.4672 -25.6329 -9.9551  -0.29
C 7.1338 -26.6055 -10.8056  -0.16
C 5.7399 -24.5399 -10.6930  -0.09
N 6.6614 -24.6951 -7.3600  -0.27
C 5.6462 -23.6778 -7.1940  -0.12
C 8.1370 -24.4130 -6.9913  -0.07
H 3.2768 -27.4390 -8.9149  0.10
H 4.8652 -28.0227 -9.5693  0.07
H 4.3369 -26.4437 -9.9344  0.06
H 4.9614 -28.1272 -6.4547  0.08
H 3.6332 -26.8403 -6.2755  0.10
H 5.3001 -26.5055 -6.0005  0.06
H 7.7597 -27.3603 -10.3480  0.06
H 6.4481 -27.1818 -11.4804  0.09
H 7.7292 -26.0314 -11.5336  0.05
H 5.0362 -24.9125 -11.4431  0.08
H 5.2281 -24.0209 -9.8658  0.07
H 6.3922 -23.7877 -11.1597  0.04
H 6.0469 -22.7564 -7.5995  0.07
H 4.6757 -23.9578 -7.6123  0.08
H 5.4092 -23.4654 -6.1631  0.07
H 8.0903 -23.8405 -6.0372  0.09
H 8.6967 -23.8315 -7.7086  0.01
H 8.5837 -25.3862 -6.7984  0.05
C 11.5063 -30.9377 -10.5512  -0.06
C 10.6004 -30.1802 -11.5678  -0.14
O 11.5406 -29.4260 -12.4091  -0.02
C 11.9448 -28.2104 -12.0418  -0.54
C 12.9041 -27.5922 -13.0151  0.03
O 11.6600 -27.6768 -11.0006  0.07
H 10.9528 -31.6367 -9.9727  0.02
H 11.9325 -30.1755 -9.8875  0.04
H 12.1745 -31.4553 -11.1764  0.06
H 10.1597 -30.8362 -12.2814  0.11
H 9.8983 -29.4389 -11.1877  0.10
H 13.2285 -26.6836 -12.5628  0.07
H 12.3627 -27.4882 -13.9211  0.07
H 13.7377 -28.2545 -13.2256  0.10
C 13.8640 -28.2911 -8.2546  -0.06
C 14.5268 -27.4060 -9.2928  -0.22
O 14.6744 -26.1250 -8.7253  0.01
C 14.9708 -25.1982 -9.5763  -0.58
C 15.1782 -23.7884 -8.9232  0.03
O 15.2286 -25.3577 -10.7268  0.11
H 14.0426 -29.3373 -8.5920  0.09
H 12.8050 -28.1609 -8.1575  0.04
H 14.3444 -28.1562 -7.2909  0.07
H 15.4926 -27.7361 -9.6893  0.14
H 13.9592 -27.3831 -10.2058  0.09
H 15.1128 -23.0321 -9.6989  0.04
H 16.1397 -23.6947 -8.4304  0.08
H 14.3790 -23.5804 -8.1736  0.05
Cl 9.2064 -23.5255 -10.7039  0.62
C 10.1066 -25.0638 -10.4574  -0.61
C 11.5088 -24.7819 -10.0870  -0.54
Cl 11.5697 -23.9506 -8.4318  0.59
H 10.0370 -25.5806 -11.4123  0.06
H 9.6392 -25.6533 -9.6637  0.07
H 12.0752 -24.1545 -10.6849  0.02
H 12.0961 -25.6865 -9.9458  0.05
Cl 10.5133 -21.9178 -6.3032  0.60
C 9.6613 -21.1614 -7.6660  -0.69
C 8.6131 -20.3391 -7.1450  -0.69
Cl 7.6468 -19.4350 -8.3451  0.59
H 9.3501 -21.9845 -8.2801  0.00
H 10.3987 -20.6150 -8.2299  0.06
H 8.9976 -19.6249 -6.3881  0.09
H 7.8887 -20.9604 -6.6267  0.06
Cl 8.4907 -32.3961 -8.4654  0.50
C 8.0945 -30.8715 -7.5335  -0.61
C 8.9871 -29.7031 -7.8408  -0.64
Cl 10.6709 -30.0620 -7.3886  0.59
H 8.2334 -31.1364 -6.4755  0.07
H 7.0342 -30.6606 -7.7107  0.07
H 8.7028 -28.8423 -7.2287  0.05
H 9.1119 -29.3865 -8.8779  0.05
Cl 11.3201 -24.5382 -14.4151  0.55
C 10.2849 -23.4730 -15.3733  -0.62
C 8.8431 -23.5197 -14.7856  -0.65
Cl 8.1934 -25.1937 -14.8622  0.51
H 10.3583 -23.8682 -16.3659  0.05
H 10.6960 -22.4879 -15.2926  0.06
H 8.1621 -22.8334 -15.2856  0.06
H 8.8557 -23.3235 -13.7064  0.02